Entry 1:
The following is a quantum chemistry calculation of 7 unconnected molecules or ions with the total composition C22H36F2O21, from OMol25.

XYZ file:
```
81
C22H36F2O21 (ωB97M-V/def2-TZVPD)
C -2.7690 -1.5845 -0.2902
C -4.1788 -1.5915 0.2233
O -4.0202 -0.9807 1.4452
C -2.7424 -1.0653 1.8987
O -2.3786 -0.8947 3.0216
O -1.9686 -1.4429 0.9729
F -4.7595 -2.8330 0.3428
H -2.7319 -0.6651 -0.8745
H -2.4550 -2.5232 -0.7468
H -4.7741 -1.0022 -0.4742
C 1.6841 -0.7610 1.1358
C 1.5332 -1.7932 0.0271
O 1.2801 -0.9913 -1.0258
C 1.6632 0.3210 -0.7973
O 1.6398 1.1914 -1.6936
O 2.1702 0.3461 0.4406
F 0.5069 -2.6146 0.2541
H 2.2875 -1.2590 1.8947
H 0.7365 -0.5140 1.6145
H 2.4720 -2.3358 -0.0845
C 1.5364 2.3269 -4.7081
O 0.5597 1.3369 -5.1116
C -0.6662 1.6428 -4.8324
O -1.1175 2.6999 -4.4261
O -1.3223 0.5494 -5.3706
C -2.7320 0.4611 -5.3114
H 1.2994 3.3224 -5.0834
H 2.3867 2.0672 -5.3387
H 1.6707 2.2056 -3.6332
H -3.1206 1.4172 -5.6621
H -3.1767 0.3137 -4.3272
H -3.0646 -0.2669 -6.0512
C 3.0687 5.5724 -2.6599
O 3.6645 4.5317 -1.8877
C 3.1721 4.1942 -0.6486
O 2.1054 4.5768 -0.2395
O 4.0932 3.3600 0.0706
C 3.5945 3.0106 1.3752
H 3.7698 6.0275 -3.3595
H 2.7035 6.3338 -1.9708
H 2.2131 5.1652 -3.1987
H 2.6193 2.5312 1.2901
H 3.6692 3.7052 2.2119
H 4.2041 2.2099 1.7941
C -1.2344 -2.9874 -3.0299
O -2.4223 -3.5486 -3.5334
C -3.6363 -2.9437 -3.3342
O -3.8210 -1.8292 -2.8214
O -4.4341 -3.7181 -3.8967
C -5.8346 -3.4607 -4.1264
H -1.5630 -1.9501 -3.0940
H -0.3412 -3.1972 -3.6183
H -1.0590 -3.2650 -1.9905
H -6.2012 -2.4633 -4.3689
H -6.4401 -3.7694 -3.2742
H -6.1754 -4.0647 -4.9672
C -0.2990 2.5938 2.1577
O 0.5533 1.7659 2.9996
C 1.5428 2.3560 3.7365
O 1.8236 3.5155 3.7117
O 2.2312 1.3406 4.3159
C 3.2810 1.7188 5.2411
H -1.0307 1.9521 1.6669
H 0.3256 2.9693 1.3471
H -0.7554 3.4390 2.6728
H 4.0732 1.0148 5.4960
H 2.7190 2.1048 6.0915
H 3.7793 2.5857 4.8072
C 0.3928 -1.6404 5.5086
C 0.3612 -3.0301 4.8165
C 0.4271 -2.9992 3.2772
O 1.7860 -3.3234 2.9798
C 2.3011 -4.0529 4.0271
O 3.4043 -4.5870 4.0671
O 1.6025 -3.6624 5.1224
H 0.8318 -0.8731 4.8710
H 0.7334 -1.6808 6.5432
H -0.6052 -1.2258 5.6504
H -0.5033 -3.5894 5.1742
H 0.1056 -2.0869 2.7748
H -0.2448 -3.7084 2.7938
```

The value obtained for the total energy is -2639.21378 Ha. As for the maximum force: 5.70 eV Å⁻¹. Its HOMO-LUMO gap (alpha / beta) is 8.5311 / 1.6817 eV. The LUMO energy (alpha / beta) comes out at -3.716 / -10.565 eV. The total charge is +1. As for the spin multiplicity: 2. Its HOMO energy (alpha / beta) is -12.25 / -12.25 eV.

Mulliken atomic charge list, values in e, 2 entries: number 1, C, carries -0.24; number 2, C, carries 0.36

Entry 2:
The following is a quantum chemistry calculation of a molecular structure, C20H34ClN4O6V, from OMol25.

XYZ file:
```
66
C20H34ClN4O6V (ωB97M-V/def2-TZVPD)
O 1.4991 -0.4563 -2.7041
C 0.4166 0.0555 -3.0136
C 0.0866 1.5247 -3.0718
C 0.4403 2.6017 -2.2031
H 0.5379 2.4884 -1.1115
C 0.7139 3.8401 -2.8103
H 1.1552 4.6647 -2.2155
C 0.4662 3.9972 -4.1931
H 0.6917 4.9313 -4.6965
C -0.1002 2.9831 -4.9845
H -0.3285 3.0631 -6.0553
C -0.3331 1.7601 -4.3862
H -0.7285 0.8922 -4.9289
H -0.6071 -0.5624 -3.1954
C -2.1863 -1.5568 -1.4447
C -1.9193 -0.2660 -0.8012
H -2.9407 -1.4131 -2.2175
H -2.6203 -2.1594 -0.6456
H -1.3955 -2.1565 -1.8867
C -2.5001 0.9430 -0.9504
C -3.9607 0.9226 -1.3080
H -1.9808 1.7920 -1.3832
H -4.2089 1.3443 -2.3009
H -4.4121 1.5256 -0.5137
H -4.3829 -0.1010 -1.2303
V -1.2771 -0.2134 0.8968
Cl -3.3036 -0.5402 1.7317
C -0.8417 0.3001 3.5970
O -0.3832 -0.4881 2.7373
N -0.9347 0.0162 4.9003
C -0.4861 -1.2459 5.4629
C -1.7941 0.8284 5.7417
H -1.1699 1.3150 3.3120
H 0.1582 -1.7607 4.7395
H -1.3490 -1.8754 5.7303
H 0.0709 -1.0431 6.3857
H -2.0312 1.7538 5.2269
H -1.2898 1.0636 6.6901
H -2.7302 0.2980 5.9810
H 4.8921 1.8983 -1.0427
H 4.6972 2.2279 1.1130
C 3.8085 1.7881 -1.1931
C 3.6717 1.8862 1.2766
N 3.2015 1.3014 0.0363
H 3.6019 1.0663 -1.9973
C 2.5016 0.1275 0.0425
O 1.4618 -0.1225 0.6570
H 3.6575 1.1273 2.0722
H 2.9445 -0.6554 -0.6084
H 3.3823 2.7623 -1.4789
H 3.0396 2.7279 1.5797
H -0.1074 -5.5357 1.3257
H 2.0567 -5.5124 -0.2734
C -0.5597 -4.9898 0.4887
C 1.4529 -4.8731 -0.9295
N 0.4304 -4.1647 -0.1816
H -1.3839 -4.3758 0.8575
C 0.4412 -2.8198 -0.0848
O -0.5374 -2.1456 0.3255
H 2.1045 -4.1528 -1.4296
H 1.3741 -2.3341 -0.4136
H -0.9387 -5.7404 -0.2100
H 0.9895 -5.5234 -1.6822
O 0.6661 3.1249 1.0920
N -0.0748 2.1545 1.3753
O -0.8146 1.6865 0.4019
```

The value obtained for the total energy is -2856.94243 Ha. As for the maximum force: 4.04 eV Å⁻¹. Its HOMO-LUMO gap (alpha / beta) is 7.2976 / 7.3292 eV. The LUMO energy (alpha / beta) comes out at 0.505 / 0.501 eV. The total charge is 0. As for the spin multiplicity: 3. Its HOMO energy (alpha / beta) is -6.79 / -6.83 eV.

natural (NBO) atomic charge list, values in e, 2 entries: number 1, O, carries -0.58; number 2, C, carries 0.45

Entry 3:
The following is a quantum chemistry calculation of C10H7BrOS in the gas phase, from OMol25.

XYZ file:
```
20
C10H7BrOS (ωB97M-V/def2-TZVPD)
C 0.9745 2.0618 -0.0823
C 1.6898 3.1952 0.0123
C 3.1408 1.1275 0.1507
C 1.7658 0.8676 -0.0758
C -1.8974 -2.2698 0.0990
C -0.5354 -2.3559 0.1613
C -2.2325 -0.8800 -0.1416
C 0.0035 -1.0264 0.0030
C -3.5365 -0.5129 -0.2073
C 1.2124 -0.4164 -0.1145
O -1.0792 -0.1559 -0.0767
S 3.3608 2.8128 0.1276
Br 2.7706 -2.1960 -0.2134
H -0.1609 2.1009 -0.0150
H 1.2721 4.2255 -0.0598
H 4.0658 0.5250 0.3292
H -2.5624 -3.0903 0.1179
H 0.0909 -3.1852 0.3071
H -4.1326 0.5328 -0.2218
H -4.2100 -1.3605 -0.0998
```

The value obtained for the total energy is -3432.57251 Ha. As for the maximum force: 4.87 eV Å⁻¹. Its SMILES is C=c1cc/c(=C(\Br)c2ccsc2)o1. Its HOMO-LUMO gap is 7.1005 eV. The LUMO energy comes out at -0.581 eV. The total charge is 0. Its HOMO energy is -7.68 eV.

natural (NBO) atomic charge list, values in e, 2 entries: number 1, C, carries -0.23; number 2, C, carries -0.42